ORCA calculation (ωB97M-V/def2-TZVPD) on a cluster of 10 separate species, C5H31N2O10 in total.

CARTESIAN COORDINATES (ANGSTROEM)
O (-1.60810, 1.57304, -2.21773)
C (-1.55633, 1.52319, -1.01321)
C (-1.83396, -0.02634, -0.45154)
C (-1.64384, -0.97557, -1.57672)
C (-1.84738, -2.43433, -1.25426)
C (-0.73054, -3.78880, 0.40035)
N (-1.65676, -2.67713, 0.20969)
N (-0.59606, -0.15567, 0.34952)
H (-1.32039, 2.44427, -0.43031)
H (-2.65324, -0.18830, 0.10598)
H (-0.71535, -0.98853, -2.10337)
H (-2.23021, -0.78215, -2.42464)
H (-1.28958, -3.21354, -1.83329)
H (-2.87982, -2.79644, -1.49760)
H (-0.09010, -3.89455, -0.46872)
H (-1.06617, -4.74480, 0.70924)
H (-0.11035, -3.58192, 1.19519)
H (-2.47602, -2.95187, 0.55198)
H (-0.29078, -1.04303, 0.74180)
H (0.25004, 0.15272, -0.15211)
H (-0.68580, 0.50956, 1.31380)
H (2.51340, -0.54696, -0.28241)
H (2.01688, -1.52277, 0.84949)
O (2.67453, -1.27711, 0.13671)
H (-0.65610, 4.06546, 1.64576)
H (0.66383, 3.42261, 0.81968)
O (-0.16695, 3.23207, 1.30879)
H (0.59880, 3.09116, -3.44768)
H (1.43488, 2.96954, -2.22638)
O (0.59624, 2.73050, -2.53004)
H (1.71760, -0.97914, 2.77911)
H (0.87003, 0.05061, 3.73570)
O (0.93031, -0.46910, 2.83111)
H (1.86289, 1.72819, -0.70757)
H (1.72556, 0.53373, -1.74578)
O (1.66019, 0.77440, -0.82328)
H (1.85644, -1.90436, -3.13641)
H (1.65281, -2.32768, -1.62211)
O (1.39804, -1.59821, -2.34791)
H (-2.29899, 0.53243, 3.86891)
H (-1.79284, -0.74269, 3.44817)
O (-1.55549, 0.00279, 3.98931)
H (3.77381, 0.84859, 1.70311)
H (2.82537, 0.80909, 2.93914)
O (3.34022, 1.42751, 2.42341)
H (0.41468, 4.34238, -1.68026)
H (-0.88663, 4.11769, -1.11323)
O (-0.13876, 4.72943, -0.96939)

Force components x, y, z for each atom (eV/Å):
-0.192 0.595 0.939
-1.771 -1.853 -2.062
5.100 2.334 -2.326
-0.092 -1.615 -1.484
-2.084 -1.901 0.881
0.509 0.432 -0.720
3.837 0.104 -2.497
0.294 2.646 5.111
-0.083 -1.064 0.574
-2.885 -0.322 2.054
1.348 1.024 0.521
-1.535 0.777 -0.846
0.219 1.366 0.243
0.380 0.757 0.181
0.029 -0.197 -0.098
-1.309 -1.059 -0.335
1.836 0.822 1.943
-4.205 -1.131 1.823
-1.181 -0.650 -0.079
-0.121 0.653 -0.225
0.723 -2.006 -3.119
-1.997 6.677 -3.114
1.197 1.016 -1.665
1.287 -8.750 5.521
1.956 -1.769 -1.232
-1.236 0.851 0.791
-0.866 0.680 0.896
-0.292 -0.535 0.701
2.433 0.528 0.574
-1.118 -0.074 -2.171
1.181 -0.534 0.655
0.186 -1.866 -2.653
-1.426 2.094 2.058
-0.131 -1.101 -0.163
-0.117 -0.021 -0.803
0.175 1.744 0.511
0.019 -0.062 -0.159
-0.574 2.600 -2.296
0.760 -2.395 2.201
-1.990 1.898 0.154
0.256 -0.916 -0.174
1.666 -0.913 0.040
-0.984 1.288 1.803
-0.163 -0.114 0.065
1.261 -1.026 -2.085
-0.375 0.887 0.588
0.118 0.790 0.362
-0.046 -0.688 -0.883

As for the LUMO energy: -2.842 eV. The charge is +1. The HOMO energy comes out at -12.743 eV. The total energy comes out at -29132.9660 eV. The calculation puts the energy relative to the best compared isomer or geometry (same formula, charge and spin) at 7.699 eV. As for the largest force on an atom: 10.4 eV/A.

---

ORCA calculation (ωB97M-V/def2-TZVPD) on a cluster of 9 separate species, C5H31N2O9 in total.

CARTESIAN COORDINATES (ANGSTROEM)
C (1.39423, 3.03226, 0.47446)
N (-0.09993, 2.82455, 0.49349)
C (-0.81242, 2.47005, 1.72824)
C (-0.62230, 1.00762, 2.15003)
C (-1.58294, 0.53191, 3.23534)
O (-0.85093, 0.17943, 0.95660)
C (1.96940, 2.12855, -0.59132)
N (0.99699, 0.95831, -0.86506)
H (1.85770, 2.86894, 1.37228)
H (1.69030, 4.23492, 0.08559)
H (-0.57683, 3.36266, -0.21554)
H (-0.47738, 3.14916, 2.52891)
H (-1.81713, 2.66225, 1.70388)
H (0.43673, 0.65297, 2.49109)
H (-2.47378, 0.97988, 3.58695)
H (-1.75110, -0.60873, 3.20559)
H (-0.98161, 0.63418, 4.18906)
H (-1.68100, -0.38748, 1.00267)
H (2.93634, 1.67373, -0.27194)
H (2.07946, 2.55894, -1.66759)
H (1.03232, 0.50425, -1.80344)
H (0.00183, 1.09039, -0.47409)
H (1.25696, 0.31102, -0.05298)
H (-1.72833, -2.96377, -3.35974)
H (-2.72113, -1.86593, -3.69717)
O (-1.86755, -2.10056, -3.23878)
H (3.78562, -1.52734, 3.33465)
H (2.53696, -1.80373, 4.03546)
O (2.89884, -1.93482, 3.11626)
H (1.09714, -2.16142, -4.34061)
H (0.19552, -1.22239, -3.39815)
O (0.84170, -1.22171, -4.15775)
H (-0.15784, -3.08072, -1.61496)
H (1.03728, -2.77062, -0.75277)
O (0.62688, -2.48038, -1.63826)
H (-4.57864, -0.05881, 0.75119)
H (-3.33800, 0.70488, 0.53662)
O (-3.66868, -0.27369, 0.58163)
H (2.55606, -2.51586, 0.67505)
H (1.97373, -1.54334, 1.65146)
O (2.09378, -1.71437, 0.64248)
H (-3.37055, -3.35097, 0.19538)
H (-2.90159, -2.10063, -0.36478)
O (-2.74098, -3.10285, -0.48414)
H (1.91305, 1.19585, -4.44136)
H (1.66998, 0.00903, -3.74871)
O (1.92178, 1.06434, -3.54517)

Force components x, y, z for each atom (eV/Å):
-2.353 3.768 -3.846
0.910 0.161 0.526
3.776 0.394 0.650
-0.169 -1.996 -0.665
2.421 -2.258 2.598
-1.147 -0.381 0.023
0.014 -0.879 -3.390
0.396 -1.394 3.119
0.726 -0.337 2.485
-0.898 -3.439 1.469
-0.109 0.071 0.484
0.111 -0.355 0.198
-2.684 0.384 -0.807
-1.584 1.278 -0.629
-1.250 1.017 -0.884
0.242 1.748 -0.313
-0.469 -0.215 -0.702
1.535 1.118 0.338
-0.705 0.377 -0.477
0.070 -0.314 2.201
0.439 0.627 0.901
1.184 0.695 -1.091
-0.199 -0.213 -2.144
0.549 -5.331 -0.810
1.469 -0.550 0.746
-2.055 5.949 0.028
-0.948 -0.684 -1.096
-0.199 -0.601 -1.290
1.173 1.277 2.927
-0.362 1.289 0.590
0.689 -0.674 -1.162
-0.485 -0.840 0.402
0.488 0.872 -0.275
-0.594 1.271 -1.832
-0.242 -1.928 2.136
-1.094 -0.558 0.210
-0.336 -2.652 -0.120
1.371 3.203 -0.187
1.394 -1.836 -0.055
0.427 -0.422 -2.371
-1.650 2.317 2.142
-0.131 -0.928 0.207
0.740 -1.951 -0.888
-0.586 2.840 0.658
0.173 1.780 -3.674
0.709 2.366 1.148
-0.757 -4.064 2.521

As for the LUMO energy: -2.377 eV. The charge is +1. The HOMO energy comes out at -12.160 eV. The total energy comes out at -27087.2236 eV. The calculation puts the energy relative to the best compared isomer or geometry (same formula, charge and spin) at 5.327 eV. As for the largest force on an atom: 6.3 eV/A.

---

ORCA calculation (ωB97M-V/def2-TZVPD) on a cluster of 10 separate species, C5H31NO10 in total.

CARTESIAN COORDINATES (ANGSTROEM)
C (0.34344, -2.52244, -2.42223)
N (0.39936, -1.82735, -1.14208)
C (-0.25822, -0.56651, -1.21175)
C (-1.63530, -3.07272, -0.16077)
C (-0.28595, -2.68578, -0.14947)
C (0.22598, -2.00239, 1.24994)
O (-0.65206, -0.98344, 1.62244)
H (0.57853, -3.58056, -2.36645)
H (0.96370, -2.16308, -3.29460)
H (-0.66134, -2.66316, -2.81007)
H (0.45831, 0.20559, -1.43938)
H (-1.26257, -0.50134, -1.84805)
H (-0.75128, -0.30511, -0.16938)
H (-1.85476, -4.09782, -0.26934)
H (-2.10954, -2.54718, -1.00318)
H (-2.21993, -2.68352, 0.67853)
H (0.35237, -3.54803, -0.24556)
H (1.29777, -1.51002, 1.00344)
H (0.39823, -2.66653, 2.09647)
H (-1.52088, -0.97373, 1.12238)
H (2.36091, -0.85336, 0.11124)
H (2.96023, 0.52531, -0.48146)
O (3.15696, -0.34792, 0.01225)
H (2.99835, 2.37159, -1.52448)
H (1.85507, 2.57180, -0.42437)
O (2.22673, 1.95582, -1.11989)
H (0.62270, 2.06208, -2.52602)
H (-0.45528, 2.69930, -3.46856)
O (-0.30098, 1.96884, -2.80650)
H (-1.69916, 1.82162, -1.87603)
H (-1.96257, 2.29598, -0.54595)
O (-2.37546, 1.71687, -1.11230)
H (3.55723, 0.53230, 2.73705)
H (2.77446, 0.70521, 1.27750)
O (2.92435, 1.09805, 2.20701)
H (1.39403, 1.17247, 2.95686)
H (0.18115, 0.27246, 3.20756)
O (0.35941, 1.18583, 3.20962)
H (-3.13682, 0.67566, 0.01053)
H (-3.65778, 0.83305, 1.24706)
O (-3.37210, 0.10790, 0.68410)
H (-0.98354, 2.30424, 2.49961)
H (-1.66450, 1.52171, 1.38292)
O (-1.51667, 2.34554, 1.78628)
H (1.34060, 3.09320, 1.59031)
H (-0.12445, 2.89659, 1.01207)
O (0.73127, 3.16300, 0.71273)

Force components x, y, z for each atom (eV/Å):
0.340 -0.646 -1.659
-1.381 -1.169 -1.135
-3.592 1.698 1.252
-4.318 1.760 -0.902
7.090 0.712 2.944
1.150 0.344 -2.212
-1.544 0.482 0.710
0.844 -0.198 0.710
-0.478 0.330 1.312
-0.715 0.788 -0.180
-0.181 0.321 -0.408
2.308 -0.287 0.497
1.784 -0.167 -2.518
0.030 -1.230 -0.073
-0.291 -0.334 -0.065
0.069 -0.240 0.162
0.174 -0.796 0.372
-2.621 -1.269 0.789
-0.257 -0.374 -0.119
1.184 -0.300 1.075
-0.845 -0.345 -0.762
-0.261 -1.900 0.493
1.039 2.086 -0.625
-0.137 0.149 0.123
-0.168 -0.463 -0.426
0.172 0.488 -0.105
-0.019 -0.055 0.275
0.333 -1.155 1.028
-0.199 1.512 -1.594
-1.256 -0.775 1.100
1.145 2.390 2.586
0.146 -1.066 -3.637
-1.104 0.805 -1.454
1.031 -0.165 1.820
0.277 -0.489 0.271
-2.616 0.213 0.549
-0.878 -1.842 -0.167
3.692 1.744 -0.138
1.253 1.314 -3.877
-0.550 -0.438 1.150
-0.773 -1.384 2.915
2.856 -1.267 3.959
0.143 -2.087 -0.122
-3.567 3.002 -3.735
-2.264 0.201 -3.047
-1.558 -0.557 0.469
4.513 0.660 2.400

As for the LUMO energy: 0.172 eV. As for the SMILES: C[C@H](CO)N(C)C.O.O.O.O.O.O.O.O.O. The charge is 0. The HOMO energy comes out at -8.840 eV. The total energy comes out at -27650.6366 eV. The calculation puts the energy relative to the best compared isomer or geometry (same formula, charge and spin) at 3.654 eV. As for the largest force on an atom: 7.7 eV/A.

---

The records above yield HOMO-LUMO gap values of 9.90; 9.78; 9.01 eV, respectively.